Formula: C29H56BCl5F3NO5PS
Source: the OMol25 dataset
Level of theory: wB97M-V/def2-TZVPD

Results
Net charge ... +1
Energy ... -4934.3023 Ha
Highest occupied orbital energy ... -11.5 eV

Atoms and positions in Å:
C  -6.94523  4.71206  -6.23485
C  -6.10749  4.61087  -4.96590
C  -5.18037  3.39541  -4.96322
C  -4.69369  3.00091  -3.56302
C  -3.24351  2.55965  -3.51175
C  -2.91555  1.32456  -4.35757
C  -1.52254  0.77305  -4.02279
C  -1.55404  -0.55897  -3.23817
C  -0.78081  -0.51759  -1.90615
C  0.72083  -0.88316  -1.90394
P  1.62067  -0.35065  -3.42685
O  1.20816  -0.89906  -4.73363
S  1.51839  0.23962  -0.55798
C  0.85309  -0.77445  0.62960
C  0.54550  -0.26201  1.99544
C  1.17420  -1.02961  3.18525
C  1.37531  -0.08753  4.36732
C  1.53777  -0.80302  5.72706
C  2.88596  -0.64923  6.43571
C  4.09248  -1.06640  5.62492
O  5.23413  -0.71817  6.37701
C  6.43762  -1.31673  5.94985
N  0.60390  -1.97898  0.16585
Cl  -0.20861  -3.12165  1.10835
C  1.02826  -2.25764  -1.24531
C  2.53193  -2.67174  -1.29756
C  3.21394  -2.97620  0.03199
O  4.32635  -3.82585  -0.14118
C  5.41920  -3.27679  -0.82473
C  6.10420  -2.15028  -0.07278
F  5.47238  -0.95263  -0.25473
F  6.12939  -2.37077  1.25928
F  7.36812  -2.00557  -0.51188
B  0.29122  -3.49097  -1.98150
O  0.05783  -3.27648  -3.30675
O  -0.00586  -4.66004  -1.33522
C  0.72783  -5.87000  -1.61330
C  1.72033  -6.22554  -0.51136
H  -7.66549  5.52760  -6.17697
H  -6.30757  4.87890  -7.10454
H  -7.49708  3.78445  -6.39016
H  -6.77461  4.55247  -4.10333
H  -5.48239  5.50269  -4.88282
H  -5.67973  2.54974  -5.44055
H  -4.30893  3.62555  -5.58735
H  -4.81937  3.86216  -2.90319
H  -5.31003  2.18378  -3.17670
H  -2.58559  3.37525  -3.83382
H  -2.94235  2.28984  -2.49460
H  -2.98959  1.56098  -5.42142
H  -3.68300  0.57529  -4.14542
H  -1.01046  1.51574  -3.40513
H  -0.95843  0.61240  -4.93894
H  -1.19911  -1.36876  -3.86723
H  -2.58847  -0.80314  -2.98736
H  -0.88499  0.49691  -1.51688
H  -1.28151  -1.17188  -1.18784
H  2.96617  -0.56856  -3.10176
H  1.45095  1.03298  -3.26886
H  -0.54340  -0.19832  2.07930
H  0.90472  0.76961  2.01502
H  2.10381  -1.52142  2.88705
H  0.49431  -1.82278  3.49493
H  2.25828  0.53530  4.19794
H  0.53059  0.59702  4.42119
H  0.74596  -0.47244  6.40089
H  1.37753  -1.87752  5.58403
H  3.03091  0.37185  6.79602
H  2.87438  -1.30729  7.30700
H  4.06866  -2.15284  5.45834
H  4.13796  -0.57493  4.64410
H  6.41226  -1.55242  4.88787
H  7.24526  -0.61188  6.12888
H  6.62145  -2.24123  6.50255
H  2.63362  -3.57556  -1.90754
H  3.10875  -1.90354  -1.80311
H  2.55432  -3.48849  0.72954
H  3.50923  -2.03634  0.51033
H  6.15406  -4.07073  -0.94806
H  5.16794  -2.90191  -1.81961
H  -0.28584  -4.05522  -3.75026
H  -0.02055  -6.65614  -1.70147
H  1.21640  -5.79451  -2.58696
H  1.68045  -5.48161  0.28125
H  1.45589  -7.18260  -0.06226
H  2.73823  -6.31332  -0.88479
Cl  -5.57223  4.73573  0.13500
C  -4.06688  4.91744  1.06714
C  -2.86764  4.40042  0.31797
Cl  -2.91643  2.62282  0.12850
H  -4.19505  4.39464  2.01073
H  -3.93375  5.97950  1.26361
H  -1.96157  4.63654  0.87249
H  -2.79940  4.83076  -0.67772
Cl  0.16713  3.13760  4.78068
C  -1.45997  3.71772  5.23266
C  -2.51994  2.71156  4.87226
Cl  -2.68760  2.51223  3.10660
H  -1.61735  4.66980  4.73463
H  -1.46182  3.87676  6.30885
H  -3.48323  3.03898  5.25740
H  -2.28914  1.73401  5.28636

Formula: C29H56CeClN16O6PSi4Te
Source: the OMol25 dataset
Level of theory: wB97M-V/def2-TZVPD

Results
⟨S²⟩ ... 0.751
Net charge ... -1
Energy ... -5168.8288 Ha
2S+1 ... 2
Highest occupied orbital energy (spin up / spin down) ... -4.8 / -4.8 eV

Atoms and positions in Å:
Ce  -1.00540  -1.13955  -0.65224
N  -2.50525  0.84661  -3.75143
C  -3.25610  0.81322  -2.58927
N  -4.28808  1.59742  -2.37997
N  -4.73512  1.27478  -1.14936
N  -4.01293  0.33900  -0.66168
N  -3.05402  -0.01632  -1.53904
C  -1.44199  -0.00559  -4.06203
N  -1.04339  -0.24659  -5.28705
N  -0.02752  -1.10979  -5.18259
N  0.19278  -1.37573  -3.92972
N  -0.66832  -0.66600  -3.17582
H  -2.91054  1.35834  -4.51351
O  -3.64185  3.83764  4.45211
C  -3.45975  4.30550  3.11862
C  -2.74455  3.24017  2.30105
C  -2.41178  3.40219  0.94570
C  -1.77375  2.34588  0.30219
N  -1.45775  1.18023  0.86922
C  -1.76027  1.07159  2.17451
C  -2.40521  2.06152  2.91382
C  -1.25625  -0.14974  2.84463
C  -1.08658  -0.22023  4.22346
C  -0.62549  -1.36793  4.80843
C  -0.35391  -1.41917  6.30640
O  -0.64514  -0.23678  7.01465
C  -0.33099  -2.45985  3.97431
C  -0.51291  -2.29578  2.63627
N  -0.96888  -1.18319  2.04456
H  -4.54790  3.98937  4.76356
H  -2.91857  5.23138  3.19488
H  -4.47885  4.51809  2.65839
H  -2.64284  4.30804  0.39565
H  -1.50402  2.43715  -0.74883
H  -2.63444  1.89653  3.94112
H  -1.32561  0.64083  4.84227
H  0.70306  -1.74057  6.41711
H  -0.88405  -2.23124  6.78527
H  0.05651  0.36732  6.80775
H  0.00384  -3.42544  4.38576
H  -0.22501  -3.13060  1.95904
O  -1.26507  -5.55328  -0.29725
Cl  -1.50890  -4.86295  -1.56481
O  -2.83524  -5.10199  -2.07078
O  -1.26152  -3.47016  -1.33978
O  -0.54808  -5.26671  -2.54390
C  -5.17715  -3.56982  2.97779
N  -4.72320  -4.53350  1.97473
C  -5.77680  -4.66944  0.96510
N  -6.15284  -3.42883  0.37092
C  -6.56247  -2.47911  1.45205
N  -5.51517  -2.22068  2.43955
C  -4.34107  -1.58829  1.92771
P  -3.48308  -2.50410  0.50992
C  -3.46616  -4.12670  1.38325
C  -5.03044  -2.88137  -0.46164
H  -4.36115  -3.47065  3.70696
H  -6.05150  -3.99417  3.51729
H  -6.66826  -5.07159  1.46576
H  -5.46905  -5.35459  0.16929
H  -7.39237  -2.92261  1.97398
H  -6.89782  -1.58809  0.91246
H  -3.62728  -1.44233  2.72320
H  -4.59170  -0.60836  1.52209
H  -2.72205  -4.07730  2.20203
H  -3.10945  -4.89690  0.69840
H  -4.75603  -3.57955  -1.23046
H  -5.37869  -1.96891  -0.96002
N  1.57171  -2.93875  0.00326
N  1.39596  -2.11807  -1.24600
H  2.09999  -3.78034  -0.18401
H  2.10390  -2.31808  0.59414
H  1.57597  -2.71881  -2.03019
H  2.07178  -1.35948  -1.24942
C  4.03635  -1.13434  -3.22209
Si  4.05295  0.72613  -3.52407
C  2.93000  1.17445  -4.89605
C  5.73246  1.36481  -4.09622
Si  3.65154  1.66798  -1.41850
Te  1.84654  0.64079  -0.02001
Si  5.69771  1.35919  -0.32074
C  5.78175  2.22810  1.33785
C  7.19590  1.99742  -1.23963
C  6.05591  -0.42479  -0.01805
Si  3.16348  3.93454  -1.56704
C  2.55230  4.65102  0.07981
C  4.59470  4.99418  -2.16064
C  1.78091  3.90251  -2.76764
H  4.16059  -1.64847  -4.18383
H  3.05440  -1.46403  -2.87915
H  4.84276  -1.44898  -2.56728
H  3.04568  2.20612  -5.21566
H  1.90138  0.99138  -4.69512
H  3.14781  0.49215  -5.74194
H  5.58981  1.74382  -5.11239
H  6.56844  0.67626  -4.15996
H  6.14649  2.20451  -3.53649
H  5.78996  3.30561  1.23805
H  6.65569  1.83524  1.82595
H  4.89609  2.01979  1.92950
H  7.07350  2.97947  -1.68526
H  7.64504  1.34269  -2.00820
H  7.97968  2.05739  -0.51612
H  5.21380  -0.94865  0.44904
H  6.91796  -0.38994  0.61778
H  6.35700  -1.00935  -0.87155
H  3.19764  4.40928  0.94783
H  1.55156  4.26885  0.25466
H  2.49834  5.71415  -0.09904
H  5.40408  5.09334  -1.46021
H  4.24937  6.02344  -2.32581
H  5.00700  4.64307  -3.09829
H  1.17391  2.99779  -2.62756
H  2.17996  3.87684  -3.78632
H  1.12157  4.76903  -2.62934

Formula: C29H56CrIN8O7P3
Source: the OMol25 dataset
Level of theory: wB97M-V/def2-TZVPD

Results
⟨S²⟩ ... 6.020
Net charge ... 0
Energy ... -4469.8293 Ha
2S+1 ... 5
Highest occupied orbital energy (spin up / spin down) ... -6.3 / -7.4 eV

Atoms and positions in Å:
Cr  4.98886  -20.20397  5.67666
C  3.94880  -21.43589  10.62313
N  3.28584  -22.34537  9.68910
C  2.31468  -23.26694  10.32306
P  3.40528  -22.17978  8.05279
O  4.41468  -21.15254  7.76688
O  1.92708  -21.54847  7.57187
P  1.80188  -20.57503  6.21535
O  3.03849  -20.58953  5.39981
N  0.50360  -21.22399  5.34008
C  0.36394  -21.15907  3.90201
C  -0.67234  -21.22664  6.22415
N  1.38911  -19.15945  6.94963
C  1.03846  -18.21955  5.92238
C  1.04270  -18.97252  8.34001
N  3.38911  -23.58868  7.29425
C  2.19643  -24.46593  7.24742
C  4.67378  -24.24033  7.17762
H  4.44747  -21.98469  11.44498
H  3.19510  -20.72477  10.94215
H  4.77134  -20.91627  10.19247
H  1.90388  -22.69255  11.14895
H  2.74359  -24.23589  10.70169
H  1.39406  -23.41312  9.73064
H  1.35824  -20.91353  3.53917
H  -0.41563  -20.39016  3.69405
H  -0.01677  -22.04482  3.46182
H  -0.96521  -22.14325  6.66049
H  -1.56497  -20.70203  5.68289
H  -0.42304  -20.62009  7.08836
H  1.63080  -18.42459  5.07433
H  1.39143  -17.22731  6.10144
H  -0.05610  -18.21011  5.72687
H  1.85475  -18.41728  8.80870
H  0.95455  -19.89025  8.86234
H  0.08662  -18.43644  8.42740
H  2.06134  -24.93672  6.27875
H  1.29016  -23.88207  7.38682
H  2.25369  -25.32215  7.97227
H  4.83405  -24.57213  6.20365
H  4.70595  -25.09910  7.82333
H  5.52817  -23.61211  7.37870
C  6.05246  -24.64559  3.52191
C  4.79619  -24.06351  3.58088
C  4.57524  -22.90621  4.28472
C  5.66882  -22.13985  4.81884
C  6.93438  -22.76290  4.75459
C  7.10810  -23.98781  4.10961
H  6.19109  -25.64438  3.05917
H  3.96785  -24.53089  3.12361
H  3.61835  -22.40729  4.15998
H  7.81708  -22.20719  5.14988
H  8.13992  -24.35835  4.04854
C  2.82174  -14.93993  2.39429
C  2.26269  -16.37375  2.22805
C  1.94736  -16.55612  0.73543
C  1.15427  -16.67796  3.11761
O  3.40476  -17.19163  2.57789
P  3.64854  -18.74744  2.40313
O  2.38737  -19.44888  2.15604
O  4.57326  -19.09306  3.54448
O  4.40027  -18.78706  0.98556
C  4.78253  -19.97393  0.26800
C  3.71089  -20.07296  -0.83018
C  4.87828  -21.14352  1.20732
C  6.18948  -19.72387  -0.47524
H  2.05362  -14.23388  2.16933
H  3.77092  -14.82261  1.77808
H  3.14282  -14.77276  3.43988
H  1.14669  -15.98698  0.37677
H  1.73514  -17.57252  0.56239
H  2.88433  -16.32287  0.17117
H  0.28911  -16.07992  2.83584
H  1.43709  -16.54017  4.15031
H  0.85205  -17.68300  3.03686
H  2.75529  -19.89987  -0.49980
H  3.78978  -20.98753  -1.41403
H  3.90358  -19.17668  -1.45570
H  3.90963  -21.34972  1.72433
H  5.67523  -21.07595  1.94547
H  5.06692  -22.04019  0.65990
H  5.95919  -18.90402  -1.11812
H  6.45174  -20.67706  -0.90692
H  7.06510  -19.45990  0.15409
C  9.34677  -17.48470  3.88094
N  8.53366  -18.18083  4.88723
C  8.83659  -18.23251  6.26177
C  7.93275  -19.08231  6.82255
N  6.99524  -19.43761  5.82918
C  7.41662  -18.95669  4.70181
H  10.37779  -17.43974  4.20063
H  8.95346  -16.52155  3.63302
H  9.28663  -17.97367  2.91500
H  9.78795  -17.89252  6.62439
H  7.71444  -19.22574  7.85462
H  6.82189  -19.05027  3.79380
I  4.22804  -14.56224  8.75940
C  4.19807  -16.02236  7.38820
C  4.24742  -15.88671  6.03553
N  4.43335  -17.13700  5.57664
N  4.54964  -18.03701  6.51972
C  4.49462  -17.38511  7.70498
H  4.17991  -15.09757  5.27953
H  4.58519  -17.49046  4.59354
H  4.38329  -17.90947  8.67213